No. 1
Entry from the OMol25 dataset: a structure of composition C18H23BCdN7OS (ωB97M-V with the def2-TZVPD basis set).

Last column: Mulliken charge in e.
Positions of all 52 atoms, in Å:
Cd: 0.369 -2.092 0.215  1.15
B: 3.067 -2.761 2.272  0.15
N: 3.261 -2.867 0.710  0.30
C: 4.429 -3.203 0.153  -0.19
C: 4.362 -3.010 -1.217  -0.87
C: 3.076 -2.541 -1.433  -0.19
N: 2.416 -2.456 -0.272  -0.51
N: 1.602 -3.090 2.796  0.66
C: 1.348 -3.350 4.083  -0.30
C: -0.013 -3.559 4.250  -0.68
C: -0.540 -3.408 2.977  -0.32
N: 0.438 -3.137 2.100  -0.68
H: 3.809 -3.576 2.757  -0.11
H: 3.350 -1.629 2.630  -0.19
H: 5.242 -3.559 0.769  0.42
H: 5.133 -3.196 -1.947  0.39
H: 2.581 -2.292 -2.359  0.47
H: 2.155 -3.391 4.800  0.43
H: -0.535 -3.809 5.161  0.39
H: -1.556 -3.518 2.633  0.46
C: -3.141 3.779 0.597  -1.53
C: -2.331 2.493 0.484  0.39
C: -3.137 1.408 -0.213  -1.05
N: -2.365 0.157 -0.372  0.12
C: -2.172 -0.578 -1.438  0.13
S: -1.571 -2.206 -1.380  -0.43
N: -2.507 -0.092 -2.672  -0.03
C: -2.311 1.201 -3.257  -0.20
O: -2.972 1.495 -4.213  -0.52
C: -1.199 2.038 -2.731  0.51
C: -1.307 3.416 -2.871  -0.46
C: -0.279 4.235 -2.433  -0.60
C: 0.868 3.674 -1.879  -0.45
C: 0.987 2.294 -1.766  -0.78
C: -0.052 1.474 -2.184  0.06
H: -2.576 4.546 1.127  0.38
H: -4.076 3.617 1.141  0.39
H: -3.390 4.172 -0.393  0.34
H: -2.046 2.142 1.481  0.43
H: -1.409 2.668 -0.074  -0.10
H: -3.486 1.747 -1.180  0.38
H: -4.021 1.162 0.377  0.56
H: -2.084 -0.277 0.490  0.11
H: -2.751 -0.797 -3.353  0.28
H: -2.198 3.833 -3.326  0.50
H: -0.363 5.310 -2.537  0.43
H: 1.676 4.315 -1.544  0.41
H: 1.889 1.856 -1.361  0.49
H: 0.052 0.396 -2.123  0.50
N: 1.462 0.339 2.206  -0.01
C: 0.688 -0.013 1.430  -0.39
H: 2.133 0.641 2.889  0.32

Calculated values
**Kohn-Sham gap**: 8.48 eV
**Electronic energy**: -47588.7873 eV
**Total charge**: +1
**Highest occupied orbital energy**: -11.7 eV

No. 2
Entry from the OMol25 dataset: an isolated molecule of C3H8N2O (ωB97M-V with the def2-TZVPD basis set).

Last column: Mulliken charge in e.
Positions of all 14 atoms, in Å:
C: -1.051 -0.586 1.079  -1.09
N: -0.369 -0.104 -0.262  0.00
C: -0.970 1.128 -0.779  -1.05
C: 1.039 -0.245 -0.589  0.55
O: 1.461 0.099 -1.672  -0.58
N: 1.768 -0.811 0.398  -0.34
H: -0.421 -1.385 1.472  0.29
H: -1.107 0.267 1.764  0.21
H: -1.131 -0.910 -0.334  0.49
H: -0.690 1.267 -1.823  0.34
H: -2.052 1.032 -0.668  0.40
H: -0.630 1.979 -0.179  0.34
H: 2.766 -0.855 0.262  0.24
H: 1.387 -0.875 1.330  0.21

Calculated values
**Kohn-Sham gap**: 8.45 eV
**Energy above the lowest of the compared OMol25 structures with the same formula, charge and spin**: 393.0 kJ/mol
**Electronic energy**: -8265.2528 eV
**Highest occupied orbital energy**: -7.7 eV

No. 3
Entry from the OMol25 dataset: a structure of composition C11H21AsN2O5P2PtS6 (ωB97M-V with the def2-TZVPD basis set).

Last column: Mulliken spin population.
Positions of all 49 atoms, in Å:
Pt: 0.870 0.088 -0.525  1.27
C: 1.273 0.262 3.507  0.04
P: 1.641 0.705 1.774  0.21
C: 3.454 0.631 1.725  0.01
C: 1.340 2.536 1.927  0.03
C: 1.075 3.229 0.595  0.03
P: -0.245 2.290 -0.256  0.24
C: -1.700 2.684 0.772  0.04
C: -0.628 3.261 -1.749  0.03
H: 1.601 1.081 4.154  0.00
H: 1.794 -0.657 3.755  0.00
H: 0.203 0.100 3.618  -0.01
H: 3.872 1.089 2.626  0.00
H: 3.833 1.130 0.829  0.00
H: 3.735 -0.419 1.663  0.00
H: 2.192 2.980 2.450  0.00
H: 0.469 2.644 2.581  0.00
H: 1.956 3.186 -0.051  -0.01
H: 0.790 4.277 0.735  0.01
H: -1.728 3.760 0.967  0.00
H: -1.682 2.119 1.705  0.00
H: -2.595 2.373 0.233  0.00
H: -0.852 4.295 -1.475  0.00
H: -1.504 2.814 -2.222  0.00
H: 0.208 3.236 -2.444  0.00
S: -3.266 -3.183 0.066  0.54
As: -2.888 -1.091 0.481  -0.05
S: -1.764 -0.148 -1.153  0.48
S: -2.158 -0.594 2.387  0.00
S: -4.973 -0.746 0.025  0.54
C: -0.575 -4.844 -2.081  0.00
N: 0.005 -4.131 -0.963  0.02
C: 0.231 -4.718 0.240  0.00
C: 0.776 -4.048 1.262  0.01
C: 1.079 -2.632 1.098  -0.02
O: 1.655 -1.994 1.982  0.01
N: 0.669 -2.047 -0.066  0.08
C: 0.312 -2.777 -1.165  0.00
O: 0.236 -2.315 -2.290  0.02
H: -0.799 -5.862 -1.765  0.00
H: 0.115 -4.859 -2.925  0.00
H: -1.496 -4.350 -2.389  0.00
H: -0.052 -5.762 0.309  0.00
H: 0.974 -4.510 2.216  0.00
O: 4.639 1.176 -1.337  0.01
S: 3.715 0.204 -1.908  -0.02
O: 3.221 -0.772 -0.920  0.08
O: 4.168 -0.376 -3.153  0.02
S: 1.939 1.254 -2.311  0.36

Calculated values
**⟨S²⟩**: 6.024
**2S+1**: 5
**Kohn-Sham gap (spin up / spin down)**: 5.62 / 6.08 eV
**Energy above the lowest of the compared OMol25 structures with the same formula, charge and spin**: 68.7 kJ/mol
**Electronic energy**: -172643.8121 eV
**Total charge**: -2
**Highest occupied orbital energy (spin up / spin down)**: -1.2 / -2.4 eV

- Which formula does entry 2 have?
  C3H8N2O

- electronic energy of number 1 (C18H23BCdN7OS)?
  -47588.7873 eV